Record 1
The molecule C17H21BN2OS in a non-equilibrium geometry. Source: OMol25; level of theory: ωB97M-V with the def2-TZVPD basis set.

Computed properties:
HOMO (hartree): -0.28635
Spin multiplicity: 1
E_LUMO (eV): 0.64
Largest force on an atom (eV Å⁻¹): 2.848

XYZ file:
```
43
Properties=species:S:1:pos:R:3:forces:R:3:mulliken_charge:R:1
C 4.9588 -1.0961 0.2819 -0.0655 0.4931 -0.8300 -1.165
C 4.9119 0.4389 0.3342 0.4334 -0.6184 0.8169 -0.304
C 4.0703 0.9316 1.5300 -0.1035 0.5789 -0.6767 -1.328
C 2.5969 0.8027 1.2184 0.8018 0.4485 0.2357 0.546
C 1.7888 -0.1635 1.7447 0.5265 -0.5035 0.6865 -1.324
C 0.4480 -0.2166 1.4518 -0.8295 -1.1224 0.6470 0.038
C -0.1438 0.6873 0.6099 -0.0391 0.5836 -0.2380 -0.279
C 0.6925 1.6522 0.0711 -1.2422 0.7047 -1.2309 0.325
C 2.0188 1.7101 0.3488 0.9819 0.3792 -0.1187 -0.334
S -0.0598 2.8373 -1.0343 0.0150 0.0226 -0.0179 -0.351
C -1.2074 1.7589 -1.8695 1.0256 0.3919 1.2712 0.620
C -1.4522 1.8840 -3.2003 0.5078 0.5811 -0.9079 -0.558
C -2.3334 1.0377 -3.8364 0.2109 0.5715 -0.5870 -0.472
C -2.9636 0.0826 -3.0907 -0.6908 -0.3471 -0.8738 -1.147
C -2.7040 -0.0379 -1.7500 -0.9631 -1.2100 0.8143 0.161
C -1.8219 0.7803 -1.0977 0.4710 0.8769 0.0371 0.014
N -1.5231 0.7381 0.2789 -0.1508 -1.2913 0.2610 -0.002
B -2.4795 0.0066 1.1595 0.1460 0.0271 0.9828 0.786
O -3.4328 0.7686 1.8014 -0.3888 -0.3465 -0.5688 -0.593
N -2.4868 -1.4152 1.4680 -1.1535 0.4808 -2.5592 -0.024
C -1.8154 -2.2442 0.4329 0.8793 -0.6716 0.7644 -1.203
C -3.9295 -1.8346 1.4805 0.0233 0.0685 0.8532 -0.908
H 3.9388 -1.4722 0.1612 0.1314 -0.2165 0.2900 0.298
H 5.5078 -1.4038 -0.6143 0.0024 -0.0932 0.1458 0.362
H 5.4629 -1.5238 1.1493 -0.2251 0.0029 0.0501 0.286
H 5.9363 0.8137 0.4389 -0.1079 0.0596 -0.0870 0.359
H 4.5027 0.8301 -0.5997 -0.0001 0.0513 0.0843 0.344
H 4.3382 0.4509 2.4740 0.0020 -0.2213 -0.1909 0.410
H 4.2866 1.9989 1.6608 -0.0587 -0.0888 0.1013 0.347
H 2.2226 -0.8935 2.4213 -0.1333 -0.0028 0.0013 0.347
H -0.1353 -1.0019 1.9197 -0.0476 0.1151 -0.0428 0.467
H 2.6418 2.4743 -0.1072 -0.1258 0.0186 -0.0172 0.433
H -0.9214 2.6476 -3.7594 -0.0445 -0.0438 0.0105 0.374
H -2.4807 1.1714 -4.9006 -0.2115 -0.2090 0.0438 0.388
H -3.6776 -0.5699 -3.5802 0.0344 -0.1028 0.1961 0.386
H -3.2325 -0.8217 -1.2145 0.0882 0.0901 0.0942 0.224
H -3.7399 1.4851 1.2344 0.3413 0.3467 0.3398 0.308
H -2.5043 -2.7187 -0.2699 -0.1307 0.2506 0.0645 0.442
H -1.2937 -3.0632 0.9458 -0.0381 0.0108 -0.1644 0.269
H -1.0599 -1.7138 -0.1468 -0.1338 0.1288 0.1202 0.497
H -4.0419 -2.8961 1.2591 0.2339 -0.0003 0.2719 0.376
H -4.3551 -1.6080 2.4575 -0.0702 -0.1413 -0.0829 0.301
H -4.5284 -1.2943 0.7374 0.0985 -0.0524 0.0104 0.282
```
Forces are in eV/Å.

---

Record 2
A structure of composition C17H21BN6Pd in a non-equilibrium geometry. Source: OMol25; level of theory: ωB97M-V with the def2-TZVPD basis set.

Computed properties:
Energy relative to the best compared isomer or geometry (same formula, charge and spin) (kJ/mol): 233.2
HOMO (spin up / spin down) (hartree): -0.45750 / -0.54041
Expectation value of S²: 6.04
Spin multiplicity: 5
E_LUMO (spin up / spin down) (eV): -5.89 / -10.81
Charge: +2
Largest force on an atom (eV Å⁻¹): 6.200

XYZ file:
```
46
Properties=species:S:1:pos:R:3:forces:R:3:mulliken_charge:R:1
H -2.1657 -1.4579 -0.8822 0.0335 0.2569 -0.0695 0.475
N -1.2644 0.4668 -0.9243 -1.1696 0.1253 -0.3163 0.420
B -0.7567 2.9413 -1.2638 0.1810 -1.4930 -1.0533 -0.080
N -1.7081 1.7118 -1.3429 0.1893 -0.7481 0.3595 0.062
C -2.9523 1.5906 -1.8524 0.3645 -0.6228 0.3641 -0.045
Pd 0.7332 0.1728 -0.0814 -4.8503 2.9640 2.4760 -0.387
H -3.4599 2.4592 -2.2435 -0.0589 -0.1237 0.0025 0.474
C -3.3316 0.2566 -1.7497 0.0581 0.2772 0.0499 -1.219
H -4.2584 -0.1775 -2.0684 -0.1520 -0.0280 -0.0482 0.428
C -2.2534 -0.4112 -1.1475 0.1490 1.2355 -0.3072 -0.289
H -1.2353 3.9347 -1.7197 0.0933 -0.0537 0.2025 -0.004
C 2.4114 -0.8814 0.0755 2.3452 -2.5268 -1.2422 -1.129
H 2.4855 -1.9003 0.4541 0.3587 0.1247 -0.0366 0.376
H 2.3086 -0.2251 0.9543 0.1355 0.2197 0.2398 0.361
H 3.2892 -0.5591 -0.4802 0.0665 -0.4076 0.0076 0.492
N 0.5263 2.4719 -2.0139 0.9529 -0.6856 0.2260 -0.200
N -0.3333 3.0945 0.2255 -0.1970 2.5498 1.9230 0.147
N 1.2103 1.3125 -1.6176 1.4998 2.8046 -3.6562 0.433
N 0.3127 2.0512 0.8735 -0.0236 0.8275 2.5245 0.335
C 1.1274 2.9805 -3.1064 0.2810 -0.6309 0.4388 -0.070
C -0.4483 4.1339 1.0812 -0.6147 -1.4001 -3.3502 0.080
H 0.7358 3.8778 -3.5626 0.1287 -0.0905 -0.0727 0.478
H -0.9224 5.0460 0.7546 -0.0009 0.0734 0.1233 0.511
C 2.2112 2.1651 -3.4278 -0.0158 0.4216 -0.3488 -1.239
C 0.1209 3.7607 2.2955 0.5586 -0.1555 1.3650 -1.032
C 2.2375 1.1426 -2.4842 -1.3502 0.8780 0.5912 -0.033
C 0.5788 2.4438 2.1265 -0.0909 -0.8485 -1.6505 -0.132
H 2.8953 2.2979 -4.2474 -0.0296 0.0275 -0.0532 0.409
H 0.1975 4.3563 3.1833 -0.0398 0.1821 0.2154 0.453
H 2.9222 0.3092 -2.3775 -0.1781 0.2218 -0.1382 0.438
H 1.0647 1.7886 2.8388 -0.0665 0.1381 -0.1541 0.516
H 1.4719 -0.9833 -0.7800 2.3517 -2.2403 -0.4342 0.365
C -0.0149 -0.8365 1.6396 -0.3513 -1.5769 1.2403 -1.255
C -0.1618 -2.3121 1.5970 0.0710 2.3437 0.5496 0.663
C -0.2029 -3.0216 2.8157 0.3668 -1.9856 0.9382 -0.465
C -0.3344 -4.4083 2.8114 0.0716 1.0363 0.8346 -0.547
C -0.4205 -5.1064 1.5957 0.0135 -0.2268 0.2822 -0.415
C -0.3862 -4.4007 0.3875 0.0560 1.4675 -1.0698 -0.912
C -0.2774 -3.0061 0.3895 -0.4748 -1.9613 -1.1514 0.101
H -0.9868 -0.3482 1.7853 -0.0858 0.0192 -0.3267 0.577
H 0.6671 -0.5154 2.4381 -0.5459 -0.4082 0.4750 0.665
H -0.1249 -2.4659 3.7526 -0.0434 -0.2488 -0.3008 0.450
H -0.3688 -4.9546 3.7562 -0.0302 0.1703 -0.3242 0.428
H -0.5146 -6.1930 1.5936 0.0292 0.2978 0.0016 0.431
H -0.4470 -4.9307 -0.5654 0.0159 0.1165 0.3486 0.427
H -0.2580 -2.4495 -0.5510 -0.0018 -0.3162 0.3248 0.456
```
Forces are in eV/Å.